{
  "formula": "C4H38NO16",
  "method": "ωB97M-V/def2-TZVPD",
  "elements": ["C", "C", "C", "C", "O", "O", "N", "H", "H", "H", "H", "H", "H", "H", "H", "H", "H", "H", "H", "O", "H", "H", "O", "H", "H", "O", "H", "H", "O", "H", "H", "O", "H", "H", "O", "H", "H", "O", "H", "H", "O", "H", "H", "O", "H", "H", "O", "H", "H", "O", "H", "H", "O", "H", "H", "O", "H", "H", "O"],
  "coordinates": [[-0.69668, 0.38741, -1.57831], [-0.60567, -1.07524, -1.85682], [-2.00697, -1.63156, -2.05895], [-2.97798, -0.56256, -1.72885], [-3.38439, 0.13625, -2.87134], [-3.45502, -0.28912, -0.66587], [-0.22989, -1.68696, -0.47083], [0.35878, 0.79429, -1.40641], [-0.96645, 1.15021, -2.45313], [-1.26892, 0.78006, -0.76533], [0.09070, -1.36665, -2.66733], [-2.03775, -1.88468, -3.22444], [-2.25484, -2.52595, -1.51344], [-4.32354, 0.36056, -2.85996], [0.73565, -1.96173, -0.38284], [-0.26463, -0.93893, 0.14904], [-0.88165, -2.52642, -0.33493], [0.39457, 1.28922, 1.59929], [-0.02476, 0.46508, 2.81605], [0.40425, 0.38490, 1.88592], [-1.94963, 0.26127, 3.41630], [-1.66027, -0.95447, 4.40849], [-1.30302, -0.12142, 4.06546], [-2.33826, 2.86516, 0.58776], [-2.58657, 4.19491, 1.10469], [-2.41416, 3.26042, 1.38636], [2.69188, -1.00541, 1.32933], [1.29247, -0.97874, 1.69266], [1.90886, -1.57390, 1.19867], [-0.38235, -1.94166, 2.56810], [-1.99561, -1.86088, 2.06284], [-1.07817, -2.27047, 1.94799], [4.70562, -0.84626, 2.29711], [4.35141, -0.12786, 0.87537], [4.36561, -0.77573, 1.45298], [3.81968, 1.88516, 0.35258], [4.55094, 1.51410, -1.01581], [4.43516, 1.27888, -0.01553], [-3.38964, -0.86893, 1.41282], [-4.14816, -1.94875, 2.30466], [-3.53612, -1.29019, 2.22475], [-0.62417, 3.39460, 2.09626], [0.38116, 2.53430, 2.89071], [0.25660, 2.97777, 2.06031], [1.17629, 3.99325, 0.08359], [2.07799, 4.75931, -1.12298], [1.20006, 4.51941, -0.78385], [4.11517, 1.28266, -2.89509], [2.84283, 1.99890, -2.39868], [3.80057, 2.06204, -2.42534], [3.23526, -1.89156, -0.85223], [2.89674, -3.32011, -0.18231], [2.73341, -2.76616, -1.01338], [-1.59989, -5.02168, -0.41148], [-0.05597, -4.95137, -0.30003], [-0.81934, -4.58252, -0.71564], [0.89008, 3.24123, -1.93860], [0.28958, 2.61424, -3.28568], [0.78434, 2.38032, -2.40693]],
  "forces_ev_per_a": [[3.17, 3.78, -2.49], [-0.60, -0.90, 2.03], [0.15, -0.35, -4.17], [-2.48, 0.94, -1.97], [0.73, -1.13, 0.46], [0.14, -0.40, 0.75], [-0.74, -1.87, -3.58], [-1.53, -1.00, 0.08], [0.18, -2.54, 1.53], [-0.57, -0.65, 0.78], [-0.29, 0.19, 0.83], [-0.56, 0.49, 2.59], [0.06, -0.32, 0.13], [0.05, 0.30, 0.56], [1.17, -0.71, -0.10], [-0.86, 1.17, 2.22], [1.67, 1.43, 0.74], [0.14, 1.06, -0.72], [0.84, -0.86, -1.92], [-1.50, -0.38, 2.62], [0.41, -0.97, 1.17], [-0.13, 0.40, -0.31], [-0.45, 0.81, -0.70], [0.40, -2.48, -3.98], [0.00, -0.97, 0.73], [-0.53, 3.61, 3.23], [0.70, -0.88, -0.14], [0.25, -0.75, -0.62], [-0.91, 0.90, 0.97], [-1.49, -0.21, -0.64], [1.77, -0.53, 0.74], [-0.11, 0.10, 0.33], [1.38, 0.90, 2.04], [1.18, 6.13, -3.67], [-1.89, -7.04, 1.90], [-0.72, 0.99, 0.20], [-0.83, -0.07, 2.51], [1.35, -0.50, -2.31], [-0.83, 0.54, -2.41], [-2.68, -2.40, -0.53], [2.99, 2.21, 2.55], [0.02, -0.33, -0.09], [0.20, 0.18, 0.87], [0.00, 0.79, -0.71], [0.82, 1.33, -1.71], [-0.11, -0.29, 0.95], [-0.59, -0.96, 1.03], [-0.16, 0.06, -0.36], [-0.61, -0.08, -0.15], [0.66, 0.05, -0.34], [-1.12, -2.32, -0.03], [-0.20, 1.53, -1.61], [1.28, 0.67, 1.28], [-0.42, -0.67, 0.47], [0.57, -0.56, 0.57], [-0.26, 1.39, -1.03], [-0.14, -0.07, -0.12], [1.58, -0.54, 2.41], [-0.59, 1.79, -2.83]],
  "lowdin_charge": [-0.091, -0.239, -0.061, -0.513, 0.080, 0.122, 0.200, 0.098, 0.135, 0.072, 0.170, 0.188, 0.111, 0.127, 0.085, 0.056, 0.122, -0.004, 0.075, -0.084, 0.069, 0.069, -0.064, -0.023, 0.104, -0.003, -0.002, -0.008, -0.122, 0.048, 0.007, -0.100, 0.046, -0.104, 0.042, 0.028, 0.067, -0.067, 0.006, 0.037, 0.037, 0.040, 0.048, -0.044, 0.079, 0.074, -0.068, 0.072, 0.016, -0.035, 0.071, 0.082, -0.126, 0.049, 0.050, -0.012, 0.006, 0.131, -0.149],
  "total_charge": 1,
  "lumo_ev": -2.497,
  "orbital_gap_ev": 10.52,
  "homo_energy_ev": -13.02,
  "e_above_lowest_kcal_mol": 106.7
}